C2H6N3S2 | the ωB97M-V functional and the def2-TZVPD basis

```
13
Properties=species:S:1:pos:R:3
C -0.84 1.56 -0.24
C 0.22 1.24 0.77
N -0.32 -2.24 -0.25
N -0.12 -3.35 -0.44
N 0.66 0.10 1.12
S 0.22 -4.69 -1.03
S 0.34 1.92 -1.62
H -1.73 0.91 -0.44
H -1.28 2.57 0.07
H 0.66 2.16 1.24
H 0.34 -0.85 0.79
H 1.45 0.16 1.79
H 0.40 0.51 -1.76
```

Results
Charge: +1
Lowest unoccupied orbital energy in eV: -4.359
Energy above the lowest of the compared OMol25 structures with the same formula, charge and spin in kcal per mole: 50.02
Gap between HOMO and LUMO in eV: 9.1920
HOMO level in eV: -13.551